Entry 1:
Molecular formula: C5H15NO2
Method: DFT, ωB97M-V/def2-TZVPD

Geometry (Å):
C 1.740 -0.479 1.215
N -0.944 0.809 1.205
C -0.379 0.185 0.075
C 0.764 -0.501 0.065
C 1.230 -1.225 -1.166
C -1.263 0.275 -1.144
H 1.445 0.166 2.044
H 2.717 -0.191 0.806
H 1.862 -1.481 1.617
H -0.334 0.921 1.999
H -1.445 1.658 0.992
H 1.774 -0.575 -1.869
H 0.408 -1.740 -1.660
H 1.997 -1.969 -0.910
H -1.917 -0.582 -1.252
H -1.895 1.176 -1.174
H -0.673 0.386 -2.061
H 1.150 2.475 -0.240
H 1.424 2.473 -1.737
O 1.718 2.866 -0.913
H -3.481 -2.133 0.523
H -2.141 -1.408 0.768
O -2.573 -2.267 0.804

As for the net charge: 0. The value obtained for the LUMO energy is 0.6 eV. For the HOMO-LUMO gap, the calculation gives 8.74 eV. Its spin multiplicity is 1. The energy above the lowest of the compared OMol25 structures with the same formula, charge and spin comes out at 79.5 kJ/mol. Its structure (SMILES) is CC(C)=C(C)N.O.O. As for the HOMO energy: -8.111 eV.


Entry 2:
Molecular formula: C2H8NO2
Method: DFT, ωB97M-V/def2-TZVPD

Geometry (Å):
C 2.103 -0.427 0.056
C -0.071 -0.442 1.278
N 0.682 -0.338 0.273
O -2.609 1.080 -0.957
O -1.229 0.810 -0.835
H 2.782 0.219 0.794
H 2.475 -1.426 0.106
H 2.241 -0.108 -1.002
H -1.068 0.003 1.095
H 0.384 -1.074 2.167
H 0.114 0.252 -0.369
H -3.080 0.261 -0.697
H -2.724 1.190 -1.909

As for the net charge: +1. The value obtained for the LUMO energy is -4.4 eV. For the HOMO-LUMO gap, the calculation gives 10.02 eV. Its spin multiplicity is 1. The energy above the lowest of the compared OMol25 structures with the same formula, charge and spin comes out at 651.8 kJ/mol. As for the HOMO energy: -14.408 eV.


Entry 3:
Molecular formula: C5H11BrN2O2PS2
Method: DFT, ωB97M-V/def2-TZVPD

Geometry (Å):
C 2.300 1.144 0.366
S 2.129 -0.510 1.028
O 3.359 -1.239 1.040
O 1.457 -0.418 2.296
P 0.627 -1.613 -0.146
Br 0.880 -3.709 0.300
C -0.991 -1.077 0.460
C -1.151 0.432 0.180
C -2.632 0.830 -0.029
N -2.762 2.274 -0.263
N 0.688 -1.243 -1.779
C 1.561 -1.874 -2.423
S 2.604 -2.466 -3.360
H 1.886 1.164 -0.645
H 1.707 1.792 1.004
H 3.356 1.402 0.344
H -1.003 -1.257 1.535
H -1.710 -1.684 -0.094
H -0.613 0.744 -0.721
H -0.776 1.016 1.021
H -3.025 0.326 -0.913
H -3.168 0.556 0.878
H -2.842 2.752 0.628
H -1.915 2.638 -0.686

As for the net charge: +1. The value obtained for the LUMO energy is -4.7 eV. For the HOMO-LUMO gap, the calculation gives 7.88 eV. Its spin multiplicity is 1. As for the HOMO energy: -12.567 eV.


Entry 4:
Molecular formula: C8H29O7Ti
Method: DFT, ωB97M-V/def2-TZVPD

Geometry (Å):
Ti -0.106 0.186 0.049
O 0.515 -2.064 0.244
H 0.267 -2.982 0.153
C -0.680 -3.290 -2.851
O -1.285 -2.346 -2.007
H -1.369 -3.649 -3.617
H 0.157 -2.840 -3.409
H -0.265 -4.165 -2.338
H -0.670 -2.211 -1.222
C 0.583 0.586 -3.264
O 1.032 0.584 -1.901
H 0.751 -0.381 -3.737
H -0.477 0.833 -3.265
H 1.110 1.391 -3.788
H 1.951 0.260 -1.901
C 3.816 -1.200 0.031
O 2.824 -1.322 -0.973
H 3.862 -0.189 0.458
H 3.600 -1.877 0.863
H 4.780 -1.453 -0.414
H 1.982 -1.651 -0.553
C -2.983 -2.071 0.816
O -1.890 -1.270 1.283
H -3.226 -1.807 -0.214
H -2.697 -3.118 0.934
H -3.884 -1.905 1.411
H -1.073 -1.756 1.016
C -1.615 3.565 0.612
C -1.246 2.718 -0.598
O -1.870 1.448 -0.454
H -2.703 3.694 0.616
H -1.188 4.570 0.585
H -1.313 3.091 1.542
H -0.155 2.621 -0.636
H -1.540 3.214 -1.528
H -2.825 1.547 -0.457
C 0.564 1.962 3.873
C 0.835 0.842 2.854
O 1.316 1.394 1.620
H 0.431 1.588 4.886
H -0.320 2.525 3.574
H 1.407 2.656 3.858
H -0.047 0.233 2.651
H 1.534 0.138 3.321
H 2.110 1.898 1.874

As for the net charge: 0. The value obtained for the LUMO energy (spin up / spin down) is 0.5 / 0.3 eV. For the HOMO-LUMO gap (spin up / spin down), the calculation gives 4.02 / 9.67 eV. Its spin multiplicity is 4. The energy above the lowest of the compared OMol25 structures with the same formula, charge and spin comes out at 0.0 kJ/mol. As for the HOMO energy (spin up / spin down): -3.534 / -9.329 eV.


Entry 5:
Molecular formula: C33H74B2Cl4F11N6O13
Method: DFT, ωB97M-V/def2-TZVPD

Geometry (Å):
C 2.933 -2.630 4.274
O 1.680 -2.850 3.719
C 0.615 -2.088 4.269
C -0.749 -2.715 4.113
N -0.803 -3.170 2.684
H -1.155 -2.423 2.073
H 0.169 -3.322 2.394
C -1.394 -4.491 2.252
C -0.875 -4.924 0.911
O 0.531 -4.836 0.792
C 1.004 -5.322 -0.454
H 2.929 -2.468 5.363
H 3.475 -1.764 3.880
H 3.522 -3.544 4.169
H 0.680 -1.045 3.953
H 0.754 -2.007 5.356
H -1.491 -1.928 4.297
H -0.789 -3.526 4.842
H -2.466 -4.302 2.314
H -1.116 -5.114 3.108
H -1.234 -4.220 0.152
H -1.303 -5.905 0.679
H 0.762 -6.376 -0.615
H 2.078 -5.138 -0.496
H 0.652 -4.741 -1.314
C -0.753 0.921 5.584
O -1.190 2.207 5.013
O -1.268 -0.029 4.825
C 0.773 0.927 5.735
F 1.167 1.971 6.523
F 1.233 -0.188 6.363
F 1.479 1.098 4.617
C -1.289 3.293 5.896
C -2.042 4.506 5.300
H -2.743 4.168 4.533
H -2.645 5.040 6.036
H -1.344 5.136 4.751
H -0.267 3.600 6.145
H -1.744 3.059 6.875
H -1.251 0.841 6.576
C 1.428 -1.514 -0.438
C 0.723 -0.180 -0.140
C 1.114 0.878 -1.187
C 0.217 0.946 -2.399
C -0.459 -0.390 -2.639
C -1.371 -0.785 -1.434
N -0.753 -0.318 -0.175
O -1.268 -0.903 0.945
C -1.705 -2.287 -1.568
C -2.762 -0.143 -1.714
C 1.262 0.332 1.227
H 1.302 -2.020 -1.395
H 1.218 -2.197 0.393
H 2.520 -1.405 -0.314
H 2.138 0.583 -1.487
H 1.299 1.939 -0.979
H 0.717 1.416 -3.249
H -0.656 1.569 -2.183
H 0.110 -1.226 -3.066
H -1.174 -0.181 -3.452
H -0.818 -2.926 -1.449
H -2.196 -2.507 -2.521
H -2.359 -2.634 -0.763
H -3.041 -0.311 -2.765
H -2.682 0.945 -1.677
H -3.575 -0.483 -1.081
H 0.602 0.420 2.091
H 1.726 1.324 1.224
H 2.080 -0.311 1.585
B -5.983 0.853 -0.461
F -5.615 0.276 0.784
F -7.234 1.489 -0.373
F -4.968 1.761 -0.707
F -6.029 -0.158 -1.476
B -2.506 4.849 0.839
F -3.832 5.241 0.640
F -1.602 5.886 0.382
F -2.199 4.505 2.159
F -2.216 3.749 0.011
C 4.007 4.052 -1.181
C 4.385 2.590 -1.059
C 5.795 2.334 -0.548
C 6.213 0.852 -0.521
C 7.560 0.615 0.172
C 8.791 1.075 -0.612
H 4.231 4.602 -0.263
H 2.959 4.245 -1.417
H 4.542 4.523 -2.013
H 3.618 1.992 -0.563
H 4.329 2.197 -2.082
H 5.878 2.704 0.480
H 6.527 2.825 -1.197
H 5.476 0.312 0.079
H 6.217 0.504 -1.558
H 7.521 1.189 1.102
H 7.780 -0.431 0.390
H 9.715 0.937 -0.043
H 8.887 0.642 -1.609
H 8.818 2.159 -0.780
Cl -4.911 -7.019 -0.849
C -4.388 -5.411 -1.459
C -3.473 -5.585 -2.652
Cl -1.899 -6.166 -2.047
H -3.893 -4.913 -0.632
H -5.287 -4.872 -1.750
H -3.344 -4.655 -3.203
H -3.801 -6.360 -3.340
Cl 3.215 -1.574 -4.694
C 3.683 0.114 -4.440
C 4.644 0.491 -5.561
Cl 5.379 2.078 -5.136
H 4.193 0.242 -3.490
H 2.744 0.656 -4.504
H 4.157 0.666 -6.516
H 5.476 -0.194 -5.690
C -0.823 2.161 -6.431
N 0.056 2.755 -5.340
O 1.240 2.444 -5.408
O -0.414 3.612 -4.646
H -0.166 1.469 -6.939
H -1.200 2.964 -7.056
H -1.637 1.789 -5.806
C -5.132 1.236 -4.996
N -4.958 2.183 -3.857
O -3.794 2.456 -3.624
O -5.933 2.527 -3.242
H -6.192 1.099 -5.168
H -4.572 0.311 -4.865
H -4.556 1.684 -5.808
C -6.663 -2.460 1.318
N -5.189 -2.359 1.474
O -4.493 -2.951 0.654
O -4.762 -1.744 2.410
H -7.162 -1.515 1.503
H -7.018 -3.333 1.859
H -6.802 -2.647 0.253
C 1.155 4.514 1.511
N 0.634 3.733 2.678
O 1.054 4.044 3.797
O -0.066 2.802 2.414
H 0.637 5.465 1.619
H 0.798 3.965 0.646
H 2.236 4.603 1.565

As for the net charge: -3. The value obtained for the LUMO energy is 4.6 eV. For the HOMO-LUMO gap, the calculation gives 2.43 eV. Its spin multiplicity is 1. As for the HOMO energy: 2.145 eV.


Entry 6:
Molecular formula: C5H7N
Method: DFT, ωB97M-V/def2-TZVPD

Geometry (Å):
C 0.629 0.351 -1.558
C -0.979 -1.057 -0.330
C 0.436 -0.551 -0.331
N 0.609 0.229 0.917
C -0.560 0.253 1.536
C -1.523 -0.479 0.825
H -0.272 0.951 -1.718
H 1.486 1.023 -1.442
H 0.779 -0.265 -2.447
H 1.165 -1.371 -0.330
H 1.454 0.665 1.255
H -0.667 0.801 2.471
H -2.556 -0.551 1.152

As for the net charge: 0. The value obtained for the LUMO energy is 0.5 eV. For the HOMO-LUMO gap, the calculation gives 8.19 eV. Its spin multiplicity is 1. The energy above the lowest of the compared OMol25 structures with the same formula, charge and spin comes out at 277.9 kJ/mol. As for the HOMO energy: -7.718 eV.


Entry 7:
Molecular formula: C10H16NO
Method: DFT, ωB97M-V/def2-TZVPD

Geometry (Å):
C 1.817 1.244 -3.904
C 0.576 0.896 -3.654
C 1.795 0.277 -1.482
C 0.760 0.320 1.706
C 0.390 -1.048 0.999
C -0.331 1.278 0.991
C -0.665 -0.774 -0.020
C -0.357 -1.966 1.951
C -1.379 1.922 1.878
C -1.293 -1.681 -0.947
N 1.522 0.641 -2.646
O -1.078 0.471 0.001
H 2.617 1.212 -4.616
H -0.524 0.964 -3.611
H 2.773 0.550 -1.050
H 0.515 0.295 2.726
H 1.746 0.623 1.310
H 1.383 -1.311 0.740
H 0.172 2.024 0.390
H -0.311 -2.971 1.644
H -1.357 -1.663 2.031
H 0.072 -1.976 2.953
H -1.670 2.892 1.421
H -1.057 2.071 2.853
H -2.165 1.275 2.060
H -0.853 -2.634 -0.621
H -0.780 -1.329 -1.968
H -2.318 -1.601 -1.135

As for the net charge: +1. The value obtained for the LUMO energy is -3.9 eV. For the HOMO-LUMO gap, the calculation gives 7.22 eV. Its spin multiplicity is 1. The energy above the lowest of the compared OMol25 structures with the same formula, charge and spin comes out at 580.2 kJ/mol. As for the HOMO energy: -11.074 eV.


Entry 8:
Molecular formula: C56H56N5O7PW
Method: DFT, ωB97M-V/def2-TZVPD

Geometry (Å):
W -0.311 -0.382 0.715
C 0.295 -2.394 3.477
C 1.819 -2.345 3.605
C 2.358 -1.129 4.356
C 2.580 -2.553 2.308
C 3.430 -3.654 2.286
C 4.235 -3.941 1.202
C 4.219 -3.091 0.119
C 3.434 -1.934 0.089
C 3.722 -1.073 -1.147
C 4.958 -0.196 -0.903
C 2.608 -0.263 -1.818
C 2.597 -1.689 1.197
N 1.784 -0.450 1.154
C 2.504 0.624 1.342
C 2.262 1.932 0.819
C 3.334 2.836 0.908
C 3.370 3.967 0.123
C 2.344 4.184 -0.793
C 1.261 3.323 -0.880
C 1.187 2.213 -0.049
N 0.052 1.395 -0.044
C -1.271 1.943 -0.348
C -1.842 3.045 0.364
C -3.184 3.302 0.118
C -3.936 2.580 -0.793
C -3.330 1.618 -1.572
C -1.993 1.295 -1.385
C -1.327 0.330 -2.360
C -2.294 -0.331 -3.341
C -0.230 1.043 -3.155
C -1.122 4.016 1.297
C -1.811 5.378 1.391
C -0.900 3.457 2.691
H -0.192 -1.805 4.252
H -0.078 -3.415 3.542
H -0.068 -2.026 2.510
H 2.074 -3.212 4.218
H 2.146 -0.197 3.840
H 3.438 -1.214 4.480
H 1.917 -1.061 5.353
H 3.450 -4.302 3.154
H 4.876 -4.813 1.206
H 4.855 -3.300 -0.732
H 4.034 -1.812 -1.885
H 4.763 0.598 -0.179
H 5.263 0.285 -1.833
H 5.798 -0.786 -0.535
H 2.708 0.804 -1.622
H 1.610 -0.573 -1.525
H 2.668 -0.379 -2.901
H 3.481 0.470 1.795
H 4.153 2.607 1.579
H 4.199 4.657 0.192
H 2.383 5.047 -1.445
H 0.452 3.527 -1.568
H -3.664 4.112 0.649
H -4.985 2.808 -0.925
H -3.904 1.121 -2.340
H -0.886 -0.493 -1.791
H -2.669 0.395 -4.064
H -3.147 -0.796 -2.852
H -1.764 -1.106 -3.896
H -0.655 1.911 -3.663
H 0.175 0.378 -3.920
H 0.596 1.384 -2.534
H -0.145 4.212 0.871
H -2.729 5.337 1.980
H -2.048 5.796 0.412
H -1.142 6.073 1.899
H -1.858 3.215 3.162
H -0.399 4.196 3.319
H -0.280 2.570 2.672
O -4.290 -0.310 1.387
C -3.170 -0.292 1.784
O -2.161 -0.730 0.962
C -2.736 0.099 3.143
C -3.726 0.164 4.118
C -3.368 0.501 5.402
C -2.067 0.809 5.742
C -1.093 0.777 4.762
C -1.404 0.400 3.446
O -0.464 0.353 2.491
N 0.263 1.200 5.185
O 1.049 1.547 4.325
O 0.519 1.107 6.363
N -4.409 0.546 6.454
O -4.050 0.868 7.565
O -5.535 0.251 6.116
H -4.754 -0.057 3.866
H -1.811 1.088 6.754
N -0.103 -1.960 -0.114
P -0.242 -3.572 -0.495
C 1.103 -4.043 -1.564
C 1.626 -5.336 -1.570
C 2.592 -5.684 -2.503
C 3.021 -4.754 -3.439
C 2.476 -3.475 -3.456
C 1.516 -3.120 -2.525
C -1.780 -3.793 -1.381
C -1.878 -4.932 -2.186
C -3.082 -5.242 -2.792
C -4.191 -4.428 -2.591
C -4.094 -3.300 -1.792
C -2.888 -2.974 -1.188
C -0.325 -4.588 0.969
C -1.576 -4.756 1.574
C -1.688 -5.513 2.727
C -0.561 -6.117 3.275
C 0.680 -5.957 2.675
C 0.802 -5.189 1.527
H 1.281 -6.080 -0.864
H 3.001 -6.685 -2.504
H 3.769 -5.032 -4.170
H 2.793 -2.760 -4.204
H 1.086 -2.128 -2.553
H -1.021 -5.576 -2.347
H -3.157 -6.119 -3.421
H -5.133 -4.677 -3.062
H -4.960 -2.671 -1.629
H -2.834 -2.102 -0.554
H -2.465 -4.313 1.141
H -2.656 -5.650 3.189
H -0.654 -6.722 4.167
H 1.554 -6.435 3.096
H 1.772 -5.059 1.073

As for the net charge: +2. The value obtained for the LUMO energy is -7.7 eV. For the HOMO-LUMO gap, the calculation gives 5.99 eV. Its spin multiplicity is 1. As for the HOMO energy: -13.691 eV.